No. 1
Below is 9 unconnected molecules or ions with the total composition C18H33B3Br2Cl16O5 in a non-equilibrium geometry, with properties calculated with ωB97M-V/def2-TZVPD.

The geometry in XYZ format:
```
77
Properties=species:S:1:pos:R:3:forces:R:3
C -3.6192 0.7942 4.5757 0.8 0.5 1.0
C -2.8314 1.5272 5.7807 -1.1 2.2 0.8
O -3.2981 2.5468 6.3205 1.5 -3.5 -1.6
O -1.5528 1.0321 6.2164 -1.5 0.6 -1.7
C -0.5492 1.4817 5.2301 0.0 0.9 0.7
C 0.8448 1.6146 5.9981 0.4 0.8 -0.4
C 2.0082 0.6454 5.4690 -0.2 0.1 1.4
C 1.5283 -0.8276 5.0553 1.6 -0.2 -0.3
C 1.9864 -1.1075 3.5277 -0.1 -0.4 -0.5
B 0.7684 -1.4257 2.5133 1.0 -0.3 0.0
O -0.2682 -2.3409 2.9254 -0.2 2.1 -3.1
B -1.2931 -2.4892 1.9267 0.7 -0.6 -0.4
O -1.1989 -2.0469 0.5582 0.9 2.2 2.9
B -0.5022 -0.7616 0.6138 0.4 -1.4 -0.5
C -1.2647 0.5354 0.0386 0.7 2.3 0.8
Br -2.5755 0.2195 -1.4296 1.1 0.1 1.2
C -1.1148 1.8671 0.4744 -1.1 -1.4 -1.8
C -1.9520 3.1092 -0.1228 0.5 -0.1 2.1
Br 0.1771 2.3196 1.9014 -1.0 -0.3 -1.3
O 0.8100 -0.7878 1.1963 -3.0 -0.6 1.4
H -2.8649 0.3783 3.8223 -1.2 0.5 1.0
H -4.2356 -0.0379 5.0446 0.9 1.0 -0.7
H -4.3226 1.5687 4.1154 1.1 -1.2 0.6
H -0.5378 0.7809 4.3338 0.1 0.8 1.1
H -0.9104 2.5264 4.9033 0.8 -1.6 0.2
H 0.7185 1.5533 7.1403 -0.2 -0.2 -1.9
H 1.2133 2.6915 5.8092 -0.6 -1.6 0.4
H 2.7454 0.5189 6.3461 -1.0 0.3 -1.4
H 2.5823 1.2067 4.6637 -0.8 -1.1 0.7
H 2.1246 -1.5798 5.6925 -1.1 1.2 -0.8
H 0.4328 -1.0495 5.2575 1.3 0.5 -0.4
H 2.5867 -0.2453 3.0687 -0.8 -1.1 0.9
H 2.6989 -2.0159 3.4961 -1.1 1.3 0.1
H -2.2871 -3.0504 2.2510 0.1 -0.1 0.0
H -1.9832 3.8795 0.7334 0.1 -1.0 -1.4
H -1.4400 3.5977 -1.0104 -0.7 -0.9 1.0
H -3.0361 2.8148 -0.3073 1.6 0.2 -0.1
C 1.1060 -1.6261 -2.9757 -0.3 0.0 0.2
Cl 2.1000 -3.0300 -3.3840 0.0 -0.1 0.1
Cl 1.7280 -0.1585 -3.7410 -0.1 0.1 0.0
H 0.0881 -1.8013 -3.3205 0.2 0.0 -0.1
H 1.1113 -1.4916 -1.8951 0.2 0.0 -0.2
C 5.7803 -0.4960 -3.6543 -0.4 0.0 -0.1
Cl 6.8470 0.9116 -3.7392 0.0 0.0 -0.1
Cl 6.2582 -1.5827 -2.3450 0.0 -0.1 -0.1
H 4.7607 -0.1570 -3.4786 0.2 0.0 0.1
H 5.8320 -1.0355 -4.5967 0.1 0.1 0.2
C -6.1702 -2.5853 4.4621 -0.1 -0.2 0.1
Cl -4.6818 -2.5041 3.5116 0.0 -0.2 0.0
Cl -7.1457 -1.1266 4.2500 -0.1 0.0 0.1
H -6.7493 -3.4482 4.1384 0.1 0.2 -0.1
H -5.9120 -2.6879 5.5147 0.0 0.1 -0.2
C -0.9953 -4.6980 -4.6871 0.2 -0.2 -0.1
Cl -1.7785 -3.1572 -5.0605 0.1 0.1 -0.1
Cl -1.4976 -5.3005 -3.1033 0.1 0.0 0.0
H -1.2697 -5.4277 -5.4468 -0.1 0.1 0.1
H 0.0853 -4.5552 -4.6859 -0.2 0.1 0.1
C 9.3972 -1.8233 -5.1907 0.3 0.2 0.2
Cl 7.8244 -1.9245 -5.9932 0.1 0.0 0.0
Cl 10.0104 -3.4286 -4.7809 0.0 0.1 0.0
H 10.1036 -1.3344 -5.8591 -0.2 -0.2 0.0
H 9.2896 -1.2412 -4.2768 -0.1 -0.2 -0.1
C -5.4588 5.6470 -0.0991 -0.2 0.2 0.0
Cl -5.0201 4.6880 1.3195 -0.1 0.0 0.0
Cl -4.1737 5.6221 -1.3137 0.1 0.5 0.2
H -6.3659 5.2353 -0.5361 0.2 -0.1 0.1
H -5.6321 6.6762 0.2104 0.2 -0.2 0.0
C -6.7650 3.7168 -3.2488 0.1 0.1 -0.3
Cl -7.8654 3.6137 -1.8680 -0.2 0.0 -0.1
Cl -5.1629 3.0919 -2.8421 -0.2 -0.4 -0.3
H -7.1745 3.1312 -4.0698 0.0 0.0 0.2
H -6.6717 4.7593 -3.5497 0.0 -0.1 0.2
C 7.0142 -2.0227 -9.4539 0.1 -0.1 0.2
Cl 5.6870 -3.0454 -10.0181 0.0 -0.1 0.1
Cl 7.0266 -0.4682 -10.2954 0.1 0.0 0.1
H 6.8949 -1.8458 -8.3868 -0.1 0.0 -0.3
H 7.9575 -2.5332 -9.6401 -0.2 0.1 -0.1
```
Positions in Å, forces in eV/Å.

Results
net charge: 0
LUMO level: -0.300 eV
2S+1: 1
HOMO-LUMO gap: 0.340 hartree

Here are the Löwdin charges for atoms 1 to 4, given in e: 0.00, -0.41, 0.07, -0.09

No. 2
Below is 8 unconnected molecules or ions with the total composition C18H33Br14ClN4OP in a non-equilibrium geometry, with properties calculated with ωB97M-V/def2-TZVPD.

The geometry in XYZ format:
```
72
Properties=species:S:1:pos:R:3:forces:R:3
C 3.5990 -0.5901 1.4659 -0.4 -0.3 -0.5
C 2.8937 0.3280 1.7667 0.3 0.1 -0.2
N 1.9792 1.3201 1.9663 -0.3 0.5 0.3
C 0.6837 1.0256 1.7915 0.6 -1.6 -0.6
N 0.3194 -0.2384 1.4531 -1.0 1.1 0.3
C -1.0067 -0.1652 1.3849 0.3 -0.9 0.2
P -1.9201 -1.7263 0.9706 -0.2 -0.5 -1.2
O -1.9176 -2.0226 -0.4726 0.0 0.3 0.0
N -1.4801 1.0520 1.6393 -0.2 -0.7 -0.4
N -0.3924 1.8110 1.9183 0.7 1.1 -1.0
Cl -0.3955 3.4422 2.3395 -0.2 -0.1 -0.3
H 4.0435 -1.4355 0.9633 0.2 0.4 0.5
H 2.2590 2.2610 2.2058 0.1 -0.1 0.0
H -1.2307 -2.7279 1.6849 -0.2 0.5 0.5
H -3.2232 -1.5275 1.4890 0.4 0.0 0.4
H -2.4505 1.3628 1.6387 0.1 0.5 0.3
Br 0.0956 -5.6412 -0.9141 0.1 0.1 0.0
C -0.5152 -4.5583 -2.4145 -0.2 -0.2 0.1
C -0.2276 -5.2432 -3.7243 0.1 0.1 -0.1
Br 1.6576 -5.0805 -4.1780 -0.1 0.0 0.0
H -0.0332 -3.5901 -2.3281 0.0 0.0 0.0
H -1.5856 -4.4392 -2.2633 0.0 0.0 -0.1
H -0.7629 -4.7603 -4.5394 0.0 0.0 0.1
H -0.4665 -6.3027 -3.7185 0.1 0.0 0.0
Br -0.9108 6.6173 3.6254 0.0 -0.2 0.0
C -2.4916 6.2897 2.5265 0.2 0.0 -0.1
C -3.0285 7.5644 1.9346 -0.3 0.1 0.1
Br -3.9984 8.6058 3.2576 0.1 0.0 0.0
H -3.2118 5.7783 3.1572 0.0 0.1 0.0
H -2.1583 5.6170 1.7389 0.0 0.1 0.0
H -3.7538 7.3441 1.1536 0.1 -0.1 0.0
H -2.2508 8.2074 1.5331 0.0 -0.1 0.0
Br -0.3633 1.3452 4.5446 -0.2 -0.6 1.6
C -0.5257 0.0422 5.9896 -0.2 0.2 0.2
C 0.5971 0.1843 6.9810 0.3 -0.2 0.0
Br 2.2473 -0.5714 6.2822 0.0 0.1 0.0
H -0.5605 -0.9387 5.5259 0.1 0.0 0.0
H -1.4844 0.2533 6.4598 0.0 0.1 0.0
H 0.3805 -0.3791 7.8859 -0.1 0.0 0.0
H 0.8058 1.2173 7.2412 -0.1 0.0 0.0
Br -4.4380 1.5676 3.1517 0.1 0.0 0.1
C -5.8990 2.7733 2.6856 -0.2 -0.1 -0.1
C -5.9658 2.9971 1.1980 0.0 0.3 0.0
Br -4.5722 4.2135 0.5911 0.1 -0.2 0.0
H -5.7439 3.6853 3.2533 0.0 0.0 -0.1
H -6.8025 2.2798 3.0375 0.0 -0.1 0.0
H -6.9042 3.4760 0.9270 0.0 0.0 0.1
H -5.8507 2.0820 0.6258 0.0 0.0 0.0
Br 4.4133 -8.6055 -7.0700 -0.1 0.0 0.0
C 2.7508 -8.1238 -7.9592 0.2 0.1 0.0
C 1.8192 -7.3987 -7.0254 -0.2 -0.2 -0.1
Br 0.9565 -8.6255 -5.7837 0.0 0.1 0.1
H 2.3266 -9.0408 -8.3559 0.0 0.0 0.0
H 3.0442 -7.4760 -8.7827 0.0 0.0 0.0
H 1.0053 -6.9357 -7.5804 0.0 0.0 0.0
H 2.3194 -6.6460 -6.4275 0.0 0.0 0.0
Br 5.0097 -2.9828 -1.5884 0.1 0.1 -0.1
C 4.8380 -4.5772 -2.6968 -0.2 -0.1 0.3
C 5.9571 -5.5519 -2.4520 0.2 0.0 -0.2
Br 7.6045 -4.9783 -3.3137 0.0 0.0 0.1
H 4.7857 -4.2366 -3.7264 0.1 0.0 0.0
H 3.8825 -5.0106 -2.4123 0.0 0.0 0.0
H 5.7225 -6.5169 -2.8968 -0.1 0.0 0.0
H 6.1813 -5.6845 -1.3983 -0.1 0.0 0.0
Br 1.7317 7.7635 -2.6089 -0.1 0.0 0.0
C 0.5813 8.1369 -1.0881 0.3 0.1 -0.2
C 0.5067 6.9595 -0.1538 -0.3 0.1 0.1
Br -0.6536 5.5590 -0.8653 0.0 -0.1 0.0
H -0.3870 8.4249 -1.4862 0.0 0.0 0.1
H 1.0344 8.9899 -0.5870 0.0 0.0 0.1
H 0.0571 7.2492 0.7949 0.0 0.0 0.0
H 1.4737 6.5029 0.0323 0.0 0.0 -0.1
```
Positions in Å, forces in eV/Å.

Results
net charge: +1
LUMO level: -3.484 eV
2S+1: 1
HOMO-LUMO gap: 0.284 hartree

Here are the Löwdin charges for atoms 1 to 4, given in e: 0.17, -0.15, 0.12, -0.45

No. 3
Below is a molecular structure, C18H33Cl12Mg2O6 in a non-equilibrium geometry, with properties calculated with ωB97M-V/def2-TZVPD.

The geometry in XYZ format:
```
71
Properties=species:S:1:pos:R:3:forces:R:3
Mg 3.4653 -3.3435 5.5572 -0.6 0.1 -0.1
Mg 2.1464 -6.0688 0.8585 -0.7 -0.2 -0.3
C -1.4542 -7.0303 6.4070 0.6 0.2 -0.7
C -0.3497 -6.0167 6.0896 1.0 -1.2 -1.5
O 0.3498 -6.0844 5.0161 -0.8 -0.2 0.2
O 0.0849 -5.1698 6.8824 -0.2 0.7 0.9
H -1.7117 -7.6216 5.5283 0.0 0.5 -0.4
H -2.3571 -6.5638 6.8010 0.3 -0.2 0.3
H -1.0102 -7.8129 7.0221 -0.1 0.4 0.7
C -1.5617 -9.5391 -2.5444 -0.4 1.2 1.3
C -0.7677 -8.6940 -1.5021 -0.9 -0.4 -2.5
O 0.2599 -9.0770 -0.9694 1.5 -1.0 1.2
O -0.9385 -7.4523 -1.3317 -0.5 0.6 0.3
H -2.2565 -10.2536 -2.1030 0.6 -0.4 0.4
H -0.8577 -10.0158 -3.2265 -0.1 0.1 0.1
H -2.2829 -8.8836 -3.0325 0.4 0.3 -0.5
C 1.6857 0.8521 0.5962 -0.6 0.6 0.0
C 2.1410 -0.3437 1.3932 0.6 -0.3 -1.6
O 2.5585 -0.2642 2.5628 0.0 0.2 1.0
O 2.1715 -1.4712 0.8373 -0.3 -0.4 0.1
H 0.6104 0.9617 0.7369 -0.1 0.2 0.4
H 1.7561 0.8097 -0.4907 0.5 -0.8 0.0
H 2.1796 1.7874 0.8598 0.0 -0.1 0.5
Cl 3.9167 6.5021 -7.5333 0.3 0.3 -0.3
C 2.1701 6.5324 -7.7674 -0.4 -1.0 -0.6
C 1.4251 6.6122 -6.4633 -0.7 0.5 0.3
Cl 1.9997 5.4104 -5.2677 -0.2 0.0 -0.1
H 1.8679 5.6049 -8.2537 0.4 -0.4 0.2
H 1.8822 7.2402 -8.5447 0.1 0.7 0.6
H 0.3748 6.3861 -6.6470 0.0 -0.1 0.0
H 1.4415 7.5843 -5.9704 0.4 0.0 -0.1
Cl 8.7513 -0.2314 0.1971 -0.1 0.1 -0.6
C 8.7469 -0.2453 -1.6255 -0.3 0.3 0.3
C 8.2180 1.0797 -2.2220 0.3 -0.1 -0.1
Cl 9.3347 2.4214 -1.9248 0.5 0.3 0.2
H 8.1614 -1.1158 -1.9211 -0.3 0.3 0.0
H 9.7756 -0.4842 -1.8954 -0.1 0.5 -0.2
H 7.2684 1.4660 -1.8517 0.0 -0.7 0.3
H 8.1370 1.0630 -3.3088 0.0 -0.6 0.1
Cl -4.3908 -1.3161 2.3585 -0.3 0.5 -0.3
C -4.4585 -1.4086 4.1347 -0.7 -0.2 0.5
C -5.4933 -0.5189 4.8540 0.2 0.7 -1.3
Cl -7.2051 -0.9400 4.4399 0.8 -0.1 0.4
H -3.4496 -1.1316 4.4405 -0.2 -0.3 0.4
H -4.7239 -2.4551 4.2848 0.4 0.1 0.5
H -5.3782 0.5058 4.5006 0.0 0.0 -0.1
H -5.3363 -0.4357 5.9294 -0.2 -0.7 0.0
Cl -0.2755 5.9203 8.8000 0.1 0.1 -0.4
C 0.7563 5.3741 7.4436 0.3 -0.4 0.3
C 0.1105 4.2996 6.6107 -0.7 0.2 -0.6
Cl -0.0894 2.7922 7.4814 0.3 -0.9 0.6
H 1.6346 4.9396 7.9210 0.1 0.1 -0.1
H 1.0855 6.2055 6.8204 -0.3 0.1 0.2
H 0.6960 4.1024 5.7127 0.1 0.0 0.1
H -0.9197 4.4920 6.3110 0.2 0.7 -0.1
Cl -4.2946 5.0521 -0.5295 -0.9 -0.5 0.0
C -3.3200 5.6764 -1.8606 0.7 0.8 -0.1
C -3.9700 6.7859 -2.6954 0.0 -0.5 1.1
Cl -5.1287 6.1155 -3.8707 0.1 0.2 0.1
H -2.9548 4.8613 -2.4853 0.0 0.0 0.2
H -2.5359 6.1243 -1.2500 0.5 0.1 -0.8
H -3.2142 7.3916 -3.1955 0.0 -0.3 -0.2
H -4.4747 7.4277 -1.9733 -0.3 0.1 -0.4
Cl -1.1436 -3.4028 -6.8295 -1.0 -0.3 0.2
C -2.6997 -3.0117 -6.0044 -0.4 1.2 0.8
C -2.4783 -1.7268 -5.2147 0.1 -0.3 1.1
Cl -2.2030 -0.2717 -6.1356 0.4 0.5 -0.7
H -3.0030 -3.7106 -5.2250 0.6 -0.6 -0.3
H -3.5657 -2.9200 -6.6600 0.5 -0.1 -0.5
H -1.6469 -1.9290 -4.5395 0.4 0.3 -0.3
H -3.2617 -1.4186 -4.5222 -0.6 -0.7 -0.3
```
Positions in Å, forces in eV/Å.

Results
net charge: +1
LUMO level: -8.259 eV
2S+1: 1
HOMO-LUMO gap: 0.089 hartree

Here are the Löwdin charges for atoms 1 to 4, given in e: 0.91, 1.00, 0.01, -0.67

No. 4
Below is a molecular structure, C18H33Cl12Mg2O6 in a non-equilibrium geometry, with properties calculated with ωB97M-V/def2-TZVPD.

The geometry in XYZ format:
```
71
Properties=species:S:1:pos:R:3:forces:R:3
Mg -2.4557 2.6586 -3.9145 -0.9 -1.2 1.4
Mg -4.0193 -0.8427 -1.2954 0.6 0.6 -0.8
C -3.3136 -2.4126 -6.2274 -0.5 1.1 1.0
C -3.5192 -1.7788 -4.8191 0.3 -1.9 0.7
O -3.3017 -0.6326 -4.4452 1.4 5.7 -0.9
O -3.8558 -2.4879 -3.8560 -1.2 -2.9 1.3
H -2.2573 -2.4151 -6.4964 0.0 -0.1 0.3
H -3.8054 -1.7665 -6.9546 -0.1 -0.1 0.0
H -3.7495 -3.4116 -6.2195 0.2 0.2 -0.1
C -7.5228 3.5470 -1.4650 -0.6 1.2 -0.5
C -6.1964 2.8743 -1.7345 -0.5 -3.3 2.7
O -5.3545 3.3919 -2.4408 2.3 2.3 -2.9
O -5.9958 1.7651 -1.1498 -0.1 -0.9 0.1
H -7.6492 4.2742 -2.2671 -0.3 0.0 0.0
H -7.5694 4.1173 -0.5373 0.6 -0.1 0.1
H -8.4060 2.9115 -1.3990 0.5 -0.5 -0.3
C 1.0715 0.7984 0.1963 -0.5 -0.8 0.2
C -0.4129 0.8185 -0.2277 -1.2 -1.1 -1.6
O -1.2001 -0.0618 0.1823 -0.4 -1.3 1.1
O -0.8253 1.5919 -1.1262 0.8 2.1 -1.4
H 1.7712 0.8726 -0.6362 -0.3 0.8 -0.1
H 1.2855 -0.2093 0.5523 -0.3 0.0 0.4
H 1.2496 1.5076 1.0046 0.2 0.1 -0.3
Cl 1.7278 1.3701 -5.1964 -0.6 -0.4 0.6
C 3.2961 2.1438 -5.4130 0.6 0.2 -1.2
C 3.5547 3.2724 -4.4797 0.4 0.9 0.6
Cl 5.2604 3.8120 -4.7522 -0.4 -0.1 0.1
H 3.2305 2.4709 -6.4507 0.5 0.2 0.1
H 4.1361 1.4563 -5.3136 -0.5 -0.4 0.0
H 3.4658 2.9631 -3.4383 0.1 0.0 -0.1
H 2.9468 4.1615 -4.6471 -0.1 -0.2 0.0
Cl -7.0128 0.0019 3.1909 0.7 0.0 0.3
C -5.3413 -0.4177 3.7709 -0.4 -0.4 -0.5
C -5.0607 -1.8956 3.4987 0.3 0.7 0.8
Cl -5.1028 -2.2171 1.7660 -0.2 -0.4 -1.3
H -5.2849 -0.1855 4.8344 0.0 -0.1 -0.1
H -4.6277 0.1786 3.2024 -0.2 0.1 0.2
H -5.7825 -2.5541 3.9817 0.1 0.1 -0.2
H -4.0426 -2.1624 3.7822 -0.1 0.1 0.3
Cl 4.9416 5.8216 0.8732 -0.7 0.1 0.0
C 3.5510 6.9395 1.3120 0.7 -1.0 0.2
C 2.2894 6.5846 0.5006 0.5 0.9 0.1
Cl 0.9536 7.5908 1.1716 0.1 -0.2 -0.2
H 4.0521 7.9036 1.2248 -0.9 0.2 -0.5
H 3.3655 6.7841 2.3748 -0.1 -0.1 -0.1
H 2.0059 5.5339 0.5624 0.2 0.1 0.4
H 2.3660 6.8379 -0.5568 0.2 0.1 0.1
Cl 1.4203 1.8212 6.1081 0.1 -0.1 -0.4
C 2.0932 0.2291 5.6492 -0.6 -0.8 1.1
C 0.9979 -0.8304 5.3500 1.2 1.2 -1.1
Cl -0.2694 -0.9044 6.5580 -0.1 -0.1 0.2
H 2.6121 -0.1344 6.5362 0.3 0.3 -0.1
H 2.7859 0.3552 4.8172 -0.2 -0.1 0.0
H 1.5073 -1.7901 5.2634 -0.2 0.0 0.1
H 0.5911 -0.5415 4.3809 -0.5 -0.4 0.1
Cl 5.7847 -5.1379 -1.4135 0.2 0.1 0.2
C 6.5899 -3.6103 -0.9430 0.7 0.0 -0.6
C 5.6629 -2.4646 -1.2426 -0.4 -0.2 -0.2
Cl 6.3410 -1.0115 -0.5457 0.2 0.9 0.7
H 7.5052 -3.5011 -1.5247 -0.1 -0.2 -0.1
H 6.9184 -3.6191 0.0963 -0.5 -0.2 0.0
H 4.6875 -2.6992 -0.8164 0.0 0.4 0.0
H 5.5786 -2.1940 -2.2951 -0.1 -0.7 0.0
Cl -0.0744 -6.4991 4.7022 -0.5 0.4 1.2
C 1.0397 -7.2718 3.6158 -0.3 -0.6 -1.1
C 0.6091 -6.8432 2.2164 1.4 0.4 -0.6
Cl 1.0745 -5.0935 1.9110 -0.5 -0.6 0.2
H 0.9116 -8.3524 3.6792 -0.1 0.0 0.1
H 2.0667 -7.0685 3.9189 -0.1 0.4 -0.4
H -0.4541 -6.9950 2.0299 0.1 0.3 0.3
H 1.1645 -7.3479 1.4258 0.0 -0.3 0.2
```
Positions in Å, forces in eV/Å.

Results
net charge: +1
LUMO level: -7.949 eV
2S+1: 1
HOMO-LUMO gap: 0.133 hartree

Here are the Löwdin charges for atoms 1 to 4, given in e: 1.40, 1.33, 0.03, -0.74

One value per record, in order, for energy above the lowest of the compared OMol25 structures with the same formula, charge and spin: 66.96 0.00 502.54 346.00 kcal per mole.
One value per record, in order, for HOMO energy: -0.3511 -0.4122 -0.3924 -0.4253 Ha.